(1)
DFT (ωB97M-V/def2-TZVPD) results for a structure of composition C24H66N7NaO9.

The geometry in XYZ format:
```
107
Properties=species:S:1:pos:R:3:forces:R:3
Na -13.09986 20.41261 -25.48472 0.81 -0.26 0.20
N -10.01656 18.50009 -25.46396 0.67 -0.26 0.93
O -11.20794 18.86804 -25.61921 -0.31 -0.08 -0.13
O -9.11345 18.99838 -26.15514 -0.26 0.05 -0.26
O -9.73103 17.67088 -24.57300 -0.36 0.22 -0.46
C -10.26743 14.53885 -23.14930 0.11 0.31 0.71
C -8.95231 13.78919 -23.09322 1.05 0.80 -1.19
C -9.02967 12.43946 -23.77507 -0.08 -0.13 0.77
O -9.47642 12.61047 -25.08855 -0.06 0.01 -0.30
C -9.72711 11.39433 -25.74941 0.10 0.14 -0.83
N -7.89191 14.62515 -23.78653 -0.70 -0.25 -0.22
H -10.54975 14.76073 -24.17580 -0.20 -0.32 -0.04
H -10.14409 15.51302 -22.66705 0.00 -0.06 0.05
H -11.03215 13.99112 -22.59140 -0.17 0.04 -0.28
H -8.61443 13.64570 -22.06507 -0.16 -0.10 0.05
H -9.70617 11.78764 -23.19853 0.01 -0.01 -0.13
H -8.03291 11.97574 -23.77386 0.00 -0.08 0.04
H -9.44607 11.51013 -26.80386 0.02 0.07 0.17
H -10.79502 11.15631 -25.75376 0.05 -0.19 0.35
H -9.11921 10.58071 -25.34893 -0.16 -0.10 0.13
H -7.53277 14.09677 -24.58262 0.11 -0.17 0.35
H -8.37857 15.37558 -24.28322 0.10 0.12 0.41
C -4.10335 21.86200 -24.98890 0.06 0.31 1.11
C -4.94001 20.59942 -24.79399 1.06 0.01 -1.79
C -6.35852 20.94181 -25.19651 -0.59 -0.41 -0.21
O -7.01140 21.72165 -24.20007 0.27 0.17 0.17
C -7.67935 20.86365 -23.29662 -0.53 0.12 -0.48
N -4.32579 19.58638 -25.70725 -0.64 -0.15 0.56
H -4.31043 22.58345 -24.18906 0.00 0.00 -0.15
H -4.34938 22.35475 -25.92937 0.12 -0.13 -0.15
H -3.04513 21.61400 -24.95251 0.05 0.04 -0.09
H -4.86983 20.24081 -23.77133 -0.09 -0.10 0.11
H -6.94611 20.05319 -25.45628 -0.02 -0.13 0.41
H -6.35862 21.50726 -26.13663 0.18 0.25 0.20
H -7.03902 20.07201 -22.89794 -0.01 -0.08 -0.18
H -8.50671 20.45122 -23.89043 -0.05 -0.55 0.59
H -8.07150 21.42470 -22.44806 0.06 0.24 -0.12
H -4.75089 18.65698 -25.55068 -0.01 0.69 -0.08
H -4.55301 19.86844 -26.65917 0.11 -0.15 0.03
C -13.14383 17.56795 -22.45757 0.46 0.17 0.30
C -14.23846 18.16267 -23.32482 -0.54 -0.87 0.02
C -14.61642 19.57619 -22.97858 0.78 0.61 0.35
O -13.50483 20.48261 -23.02360 -0.34 0.08 -1.16
C -12.76281 20.67597 -21.85147 -0.47 0.20 0.94
N -13.95420 17.99420 -24.78768 0.23 0.14 1.23
H -13.38986 17.69290 -21.39832 0.07 -0.05 -0.04
H -12.17201 18.03465 -22.64367 -0.09 0.02 -0.07
H -12.99609 16.50435 -22.64765 -0.21 -0.01 -0.08
H -15.14751 17.60389 -23.05060 0.00 -0.02 -0.48
H -15.06486 19.64112 -21.98038 -0.10 -0.10 -0.09
H -15.32077 19.93656 -23.73020 -0.14 0.03 0.12
H -12.08398 19.85392 -21.63940 0.18 0.06 -0.04
H -13.44084 20.79894 -20.98959 0.06 -0.20 -0.13
H -12.23827 21.62384 -21.92445 0.24 -0.09 -0.27
H -14.30971 17.06889 -25.00401 0.05 0.14 -0.45
H -12.93256 17.90589 -24.83599 -0.12 0.01 -0.41
C -11.33292 23.71145 -23.70155 -0.18 0.33 -0.38
C -10.99483 23.33125 -25.13881 0.49 -0.70 0.84
C -9.63801 23.87736 -25.53198 0.15 0.56 -0.41
O -9.36597 23.45544 -26.86169 -0.12 -0.15 0.26
C -8.12671 23.91109 -27.33546 0.69 -0.18 0.00
N -10.97043 21.85005 -25.24691 -0.57 0.63 -0.67
H -10.73499 23.14299 -22.99029 0.08 -0.02 0.01
H -12.39039 23.51495 -23.52196 0.03 -0.04 0.17
H -11.14838 24.77679 -23.54365 -0.05 -0.05 0.11
H -11.77867 23.69792 -25.80079 0.10 0.10 -0.19
H -8.85893 23.50674 -24.84836 -0.08 -0.14 -0.06
H -9.59440 24.97911 -25.49009 -0.21 -0.11 0.04
H -7.78040 23.23949 -28.12497 -0.26 0.12 -0.13
H -7.34443 23.86078 -26.56386 -0.22 0.10 0.08
H -8.18784 24.93537 -27.71658 -0.01 0.00 0.01
H -10.67072 21.68410 -26.20915 -0.04 -0.40 0.19
H -10.21045 21.49642 -24.67080 -0.09 -0.06 0.03
C -5.72682 16.77030 -27.42187 0.43 -0.59 -0.52
C -5.75128 16.11807 -26.05943 -0.33 -0.09 -0.11
C -4.40135 15.49251 -25.72794 -0.38 -0.10 0.66
O -3.92966 14.62872 -26.72935 0.45 0.36 -0.09
C -4.54291 13.37613 -26.70096 -0.47 -0.20 -0.52
N -6.06831 17.09855 -25.03173 0.20 -0.08 0.79
H -6.61005 17.38033 -27.56524 -0.08 0.31 -0.08
H -5.70859 15.98768 -28.18791 -0.16 0.08 0.02
H -4.79494 17.31857 -27.58300 -0.21 0.35 0.15
H -6.51885 15.32911 -26.09114 0.12 -0.05 0.02
H -4.50257 14.93961 -24.77682 0.06 0.04 -0.07
H -3.66694 16.28051 -25.55162 0.06 0.03 -0.28
H -5.61187 13.44066 -26.95252 0.00 0.00 0.27
H -4.41615 12.89969 -25.72398 -0.02 -0.15 -0.04
H -4.10517 12.78093 -27.50154 0.23 -0.11 0.21
H -7.04380 17.37857 -25.05742 -0.09 0.09 -0.29
H -5.96194 16.66157 -24.11510 -0.03 0.07 -0.15
C -10.67631 21.15014 -30.82177 0.46 -0.08 0.06
C -10.48572 20.09827 -29.75625 -1.16 0.15 1.03
C -9.19823 19.32021 -29.91989 -0.21 -0.02 0.29
O -9.25649 18.61911 -31.13698 0.30 -0.29 -0.22
C -8.00328 18.08857 -31.51493 0.01 -0.40 -0.35
N -10.64728 20.72905 -28.42031 0.57 0.17 -0.28
H -9.77751 21.77869 -30.82340 -0.17 0.20 -0.07
H -11.55045 21.75136 -30.58358 -0.04 0.08 -0.16
H -10.75532 20.69561 -31.80531 -0.13 0.04 -0.07
H -11.34331 19.41275 -29.74959 0.33 -0.29 -0.59
H -9.11444 18.60946 -29.08781 0.23 0.06 0.06
H -8.33156 19.99857 -29.90704 -0.05 0.04 0.08
H -8.17684 17.23067 -32.17164 -0.10 0.22 -0.06
H -7.41297 17.69679 -30.67889 -0.15 0.22 0.20
H -7.40553 18.82851 -32.06114 0.00 0.01 0.13
H -10.09441 21.58600 -28.37920 0.03 -0.17 0.12
H -10.29401 20.09867 -27.69988 0.05 0.09 0.00
```
Forces are in eV/Å.

Properties
Electronic energy (Ha): -2176.618804
2S+1: 1
Charge: 0

***

(2)
DFT (ωB97M-V/def2-TZVPD) results for a structure of composition C21H15CaNO7.

The geometry in XYZ format:
```
45
Properties=species:S:1:pos:R:3:forces:R:3
Ca 1.20721 0.90536 0.66784 0.39 0.02 0.05
O 3.67766 0.97368 -3.28507 -0.20 -0.03 0.23
C 3.09211 0.84868 -2.09303 0.68 -0.02 0.29
O 1.89996 0.73875 -1.93355 0.12 0.10 0.13
C 4.08344 0.83945 -0.95012 -0.47 -0.04 0.06
C 5.45251 0.83562 -1.06554 0.23 0.03 -0.02
C 6.19273 0.79377 0.11739 0.13 0.00 -0.05
C 5.55923 0.74657 1.34483 0.00 0.02 -0.01
C 4.16754 0.73889 1.37676 -0.01 -0.04 -0.34
N 3.47660 0.79261 0.23483 0.46 -0.05 0.51
C 3.37946 0.62061 2.71583 -0.52 -0.29 -0.43
O 4.04486 0.68169 3.72712 0.04 0.04 0.18
O 2.10937 0.43288 2.57191 1.22 0.24 0.48
H 2.95780 0.97597 -3.92937 -0.06 0.02 -0.33
H 5.93028 0.86104 -2.03409 0.00 0.01 0.01
H 7.27445 0.79236 0.06840 -0.02 0.00 -0.01
H 6.09757 0.70899 2.28137 0.00 0.00 -0.02
O -0.15784 -0.64974 -0.03260 -1.30 0.14 -0.22
C -1.49361 0.06360 -0.13254 0.32 -0.08 -0.33
C -1.27239 1.62984 -0.48054 0.29 0.06 0.41
O -2.10271 2.08814 -1.22846 -0.06 0.21 -0.03
O -0.30141 2.26198 0.11113 -1.37 -0.38 -0.66
C -2.26345 -0.57118 -1.27721 -0.02 0.14 0.18
C -1.60123 -1.15069 -2.34762 -0.06 -0.13 -0.15
C -2.32270 -1.67260 -3.41944 0.09 0.05 0.10
C -3.70501 -1.60348 -3.42856 -0.08 0.03 0.04
C -4.37143 -1.00749 -2.36258 0.11 -0.01 0.02
C -3.65379 -0.49477 -1.29494 -0.05 -0.05 -0.10
C -2.16939 -0.11506 1.21707 0.15 -0.07 -0.02
C -2.20042 0.89502 2.16906 -0.11 0.03 0.07
C -2.74029 0.65290 3.42850 0.03 0.03 -0.05
C -3.24374 -0.59657 3.74751 0.00 -0.04 -0.03
C -3.21541 -1.61360 2.79894 0.00 0.04 0.02
C -2.68475 -1.37171 1.54405 0.05 0.03 0.03
H -0.35930 -1.55676 0.22600 0.00 -0.01 0.02
H -0.51993 -1.18595 -2.35457 0.00 0.00 -0.02
H -1.79645 -2.12655 -4.24962 0.00 0.00 0.01
H -4.26709 -2.00390 -4.26288 0.02 0.00 0.01
H -5.45151 -0.93622 -2.36268 0.01 -0.01 -0.02
H -4.17764 -0.01948 -0.47610 0.02 0.01 -0.01
H -1.81597 1.87814 1.93102 0.01 0.00 0.00
H -2.75957 1.45120 4.15890 -0.01 -0.01 0.00
H -3.65986 -0.77974 4.72969 0.00 -0.01 -0.01
H -3.61231 -2.59273 3.03401 0.00 0.01 0.02
H -2.68356 -2.15951 0.79900 -0.02 -0.01 0.01
```
Forces are in eV/Å.

Properties
Relative energy (zero: lowest compared OMol25 entry of this formula, charge and spin) (eV): 0.2989
2S+1: 1
Charge: 0

***

(3)
DFT (ωB97M-V/def2-TZVPD) results for a cluster of 2 separate species, C9H17N2O2 in total.

The geometry in XYZ format:
```
30
Properties=species:S:1:pos:R:3:forces:R:3
C 0.36229 2.71009 0.32159 -0.04 -1.50 -2.78
C 3.26916 -0.26313 -0.53392 1.12 0.89 -4.23
C 1.96894 -0.91153 -0.86370 -1.24 -0.24 1.23
C -0.97485 -1.19054 -1.10495 -1.47 -1.75 0.11
C -0.99253 -0.98713 1.40670 0.70 1.01 0.52
C -2.01526 -0.05714 -1.41517 0.23 -2.58 0.15
C -2.44406 -0.80140 1.00828 -0.47 1.31 2.09
C 2.95592 0.52848 0.66927 1.85 0.44 2.18
C 1.04250 -0.53620 0.03553 1.79 0.72 -0.89
N -0.28878 -0.88133 0.11011 1.92 1.20 0.94
N -2.52580 0.26541 -0.03359 -2.86 3.39 0.72
O -0.77951 2.29674 0.36306 -0.14 0.81 1.57
O 1.56076 0.49348 0.84694 -1.99 -0.78 0.85
H 1.01106 3.09588 1.13173 -0.71 -0.02 -0.07
H 4.07027 -1.01898 -0.50282 -0.19 0.48 0.53
H 3.59305 0.46728 -1.37478 -0.40 -1.22 0.94
H 0.75133 2.56083 -0.73917 0.77 0.85 1.27
H 1.75013 -1.68957 -1.55667 0.39 -0.37 -0.49
H -1.40153 -2.21010 -0.80935 -0.55 1.31 -1.20
H -0.44883 -1.44857 -2.04346 0.54 0.57 0.95
H -0.66469 -0.12535 2.11462 -0.34 -1.46 -1.33
H -0.82532 -1.96041 1.94884 -0.17 0.80 -0.59
H -1.52550 0.84732 -1.74246 0.08 0.04 -0.42
H -2.70356 -0.51363 -2.17938 -0.02 1.04 1.09
H -2.80587 -1.71071 0.59994 -0.74 -0.60 -0.45
H -3.15074 -0.45371 1.85246 1.34 -0.78 -1.14
H 3.53648 0.02361 1.49226 -1.05 0.67 -0.02
H 3.24286 1.61176 0.68432 -0.06 -1.01 -0.30
H -2.02764 1.22998 0.18529 -0.04 -2.25 0.30
H -3.54029 0.62859 0.12848 1.76 -0.95 -1.55
```
Forces are in eV/Å.

Properties
Relative energy (zero: lowest compared OMol25 entry of this formula, charge and spin) (eV): 3.4757
2S+1: 1
Charge: +1